No. 1
Computed, not measured: a molecular structure, C11H26N7O2S2Ti at a distorted geometry, with ωB97M-V/def2-TZVPD.

The charge is +2. As for the spin multiplicity: 2. The largest force on an atom comes out at 0.0336 hartree/bohr. The calculation puts the LUMO energy (spin up / spin down) at -4.893 / -4.803 eV.

Element x y z (Å)
Ti: -0.688 -0.721 0.069
N: -4.463 -1.321 -0.929
C: -3.289 -0.806 -0.695
O: -2.282 -1.577 -0.535
C: -3.079 0.680 -0.629
C: -1.849 1.014 0.258
H: -4.578 -2.322 -0.990
H: -5.273 -0.733 -1.043
H: -3.999 1.169 -0.306
H: -2.913 0.979 -1.668
H: -2.203 1.140 1.281
H: -1.409 1.959 -0.050
C: 0.812 -3.173 -0.376
N: 2.063 -2.489 -0.032
C: 2.174 -1.225 0.368
N: 3.379 -0.702 0.573
O: 1.144 -0.497 0.571
H: 0.976 -4.244 -0.310
H: 0.499 -2.941 -1.388
H: 0.023 -2.950 0.347
H: 2.913 -3.017 -0.148
H: 4.227 -1.232 0.465
H: 3.442 0.232 0.940
C: -0.879 -0.469 6.125
N: -1.168 -1.198 4.893
C: -0.883 -0.761 3.678
N: -0.268 0.417 3.576
S: -1.325 -1.723 2.314
H: -1.312 -1.016 6.955
H: -1.331 0.523 6.103
H: 0.197 -0.386 6.290
H: -1.617 -2.099 4.947
H: -0.051 0.977 4.382
H: -0.079 0.793 2.663
C: 2.808 0.362 -3.714
N: 1.842 1.354 -3.268
C: 2.123 2.795 -3.381
C: 0.778 3.429 -3.008
N: 0.101 2.296 -2.356
C: 0.688 1.130 -2.661
S: 0.004 -0.424 -2.366
H: 3.705 0.399 -3.095
H: 3.087 0.567 -4.746
H: 2.363 -0.626 -3.657
H: 2.448 3.041 -4.389
H: 2.917 3.069 -2.685
H: 0.219 3.753 -3.885
H: 0.890 4.269 -2.329
H: -0.885 2.310 -2.158

Atomic partial charges in e from the Löwdin method, atoms 1 to 4: 0.63, 0.26, -0.46, -0.18


No. 2
Computed, not measured: a molecular structure, C8H24B2BeF8O4S4 at a distorted geometry, with ωB97M-V/def2-TZVPD.

As for the spin multiplicity: 1. The largest force on an atom comes out at 0.0784 hartree/bohr. The calculation puts the LUMO energy at -6.513 eV.

Element x y z (Å)
Be: 0.713 1.140 -1.037
B: 1.872 4.502 0.252
F: 0.612 4.566 0.799
F: 1.768 4.280 -1.078
F: 2.437 5.699 0.461
F: 2.482 3.389 0.693
B: -0.560 1.325 -4.732
F: -1.179 1.360 -5.925
F: -1.372 1.617 -3.671
F: 0.185 0.167 -4.468
F: 0.355 2.291 -4.765
C: 5.423 -2.903 -2.616
S: 5.318 -1.488 -1.445
O: 4.291 -0.500 -1.938
C: 6.943 -0.839 -1.852
H: 4.444 -3.317 -2.857
H: 5.928 -3.709 -2.083
H: 5.946 -2.769 -3.563
H: 7.199 0.120 -1.402
H: 7.018 -0.636 -2.920
H: 7.703 -1.525 -1.480
C: -2.830 -3.093 -2.950
S: -1.743 -3.495 -1.539
O: -0.852 -2.314 -1.309
C: -2.986 -3.673 -0.257
H: -3.502 -3.906 -3.228
H: -2.340 -2.740 -3.857
H: -3.392 -2.233 -2.585
H: -3.601 -2.783 -0.123
H: -2.606 -3.954 0.725
H: -3.718 -4.451 -0.473
C: -0.119 0.339 5.041
S: -0.037 -1.029 3.722
O: 0.900 -0.481 2.594
C: 0.907 -2.164 4.762
H: 0.930 0.619 5.141
H: -0.658 0.216 5.981
H: -0.548 1.224 4.570
H: 0.227 -2.576 5.508
H: 1.740 -1.577 5.149
H: 1.297 -2.941 4.105
C: -4.344 3.798 0.590
S: -4.276 1.957 0.688
O: -2.784 1.645 0.809
C: -4.930 2.041 2.444
H: -3.660 4.267 1.297
H: -5.295 4.265 0.846
H: -3.983 4.089 -0.397
H: -5.998 2.206 2.303
H: -4.456 2.838 3.016
H: -4.871 1.138 3.052

Atomic partial charges in e from the Löwdin method, atoms 1 to 4: 1.43, -1.52, 0.11, 0.16


no.,molecular weight (g mol⁻¹)
1,400.377
2,495.164